Entry from the OMol25 dataset: 2 unconnected molecules or ions with the total composition C16H7Cl6N2O (ωB97M-V/def2-TZVPD).

Geometry as XYZ:
```
32
Properties=species:S:1:pos:R:3:forces:R:3
H 4.09015 0.61556 2.78566 -0.21 -0.14 -0.20
Cl -1.26919 -6.59782 2.97673 0.26 0.11 0.17
N 6.04722 0.47335 -0.08806 -1.83 -0.35 0.61
C -0.18105 -1.07280 2.32699 1.31 -0.06 -0.09
C 2.49607 -7.33880 2.76131 0.20 -0.13 1.63
C 1.40812 -0.88649 0.39448 0.47 0.13 -0.08
N -0.68224 -0.47950 4.78811 0.42 -0.45 -1.70
C 1.08760 -0.72844 1.78146 -0.57 0.05 0.21
C 4.96348 0.24563 0.29476 1.62 0.30 -0.56
C 1.30617 -6.62581 2.26048 -0.42 0.29 -1.25
Cl 4.12375 -8.36474 4.63168 -0.11 0.09 0.01
H -1.11349 -1.63363 0.45845 -0.07 -0.05 0.17
H 1.85377 0.06632 3.66525 0.03 -0.15 -0.29
C 2.75246 -7.47481 4.11525 0.03 -0.01 -2.18
C 3.33943 0.17570 2.12521 -0.77 -0.13 0.73
C 2.67290 -0.56395 -0.08137 -0.68 -0.22 0.02
Cl 2.22641 -7.12767 6.76958 0.06 0.01 -0.06
C -0.43079 -0.75054 3.66920 -0.55 0.37 1.84
H 0.64486 -1.25337 -0.29854 0.45 0.10 0.26
H -1.81685 -2.38455 1.92204 0.02 0.04 -0.30
C 0.74515 -6.19151 4.72794 1.57 -1.03 0.65
O 1.03781 -6.55865 1.07212 0.36 -0.11 1.54
H 2.91340 -0.70122 -1.14017 -0.09 0.04 0.38
C 2.08396 -0.14721 2.62078 0.97 0.26 -0.29
Cl -0.31438 -5.57589 5.90022 -0.14 0.20 0.11
H -2.10901 -0.68373 1.59808 -0.07 -0.22 -0.37
Cl 0.38553 -4.11452 2.92537 0.14 -1.14 0.44
C 1.88044 -6.89516 5.10480 -2.13 1.29 -0.31
C 0.37030 -5.96639 3.30587 0.12 0.75 -0.75
Cl 3.48794 -8.05480 1.57268 0.06 0.00 -0.03
C -1.34896 -1.47837 1.51123 -0.99 0.07 0.23
C 3.65006 -0.05156 0.78326 0.56 0.08 -0.52
```
Positions in Å, forces in eV/Å.

- Net charge: -1
- HOMO-LUMO gap: 3.350 eV
- DFT total energy: -3559.82491 Ha
- LUMO: 0.17 eV
- HOMO energy: -3.18 eV